{"formula": "C7H14N2", "method": "ωB97M-V/def2-TZVPD", "charge": 0, "relative_energy_kcal_mol": 139.60, "gap_ha": 0.2854, "energy_ha": -384.40942, "lumo_ev": 0.8, "symbols": ["C", "C", "C", "N", "C", "C", "C", "N", "C", "H", "H", "H", "H", "H", "H", "H", "H", "H", "H", "H", "H", "H", "H"], "xyz": [[-0.8315, -1.7124, 0.8972], [-0.0005, 1.9591, -0.6816], [2.6325, 0.1258, 0.9076], [-2.4151, 0.5041, 0.5347], [-0.6872, -0.3240, 0.4471], [-0.0678, 0.6016, -0.1304], [1.6581, -0.3398, -0.1172], [-3.3498, 0.3461, -0.4939], [1.8972, -1.1920, -1.0970], [-2.3422, 1.5009, 0.7257], [-3.0319, 0.6850, -1.4056], [-3.5999, -0.6334, -0.5788], [-1.7287, -1.7843, 1.5122], [0.0439, -2.0020, 1.4778], [-0.9312, -2.4006, 0.0562], [0.0629, 2.7085, 0.1099], [0.8854, 2.0587, -1.3083], [-0.8979, 2.1659, -1.2709], [2.7321, 1.2136, 0.8943], [2.2993, -0.1532, 1.9105], [3.6271, -0.3086, 0.7501], [1.1461, -1.4525, -1.8340], [2.8993, -1.5665, -1.3058]]}

---

{"formula": "C7H14N2", "method": "ωB97M-V/def2-TZVPD", "charge": 0, "relative_energy_kcal_mol": 60.78, "smiles": "C/C(N)=C/C(C)=C(/C)N", "gap_ha": 0.2941, "energy_ha": -384.53504, "lumo_ev": 0.9, "symbols": ["C", "C", "C", "C", "C", "C", "N", "N", "C", "H", "H", "H", "H", "H", "H", "H", "H", "H", "H", "H", "H", "H", "H"], "xyz": [[-0.4739, 1.0422, 1.7435], [2.5293, 0.5819, 0.5380], [-1.5138, -1.2871, -1.6003], [-0.0265, -0.0677, 0.8379], [1.2053, 0.0727, 0.0556], [-0.6620, -0.1501, -1.1204], [-0.5067, -1.3417, 1.2911], [-1.3525, 1.1036, -1.1993], [0.7908, -0.2586, -1.1991], [-0.2945, -1.4825, 2.2749], [-0.1176, -2.1026, 0.7482], [-0.7436, 1.8830, -0.9838], [-1.7611, 1.2390, -2.1197], [1.3643, -0.6324, -2.0453], [-1.4994, 1.3147, 1.4667], [-0.4860, 0.7546, 2.7994], [0.1452, 1.9323, 1.6327], [2.8532, 0.0704, 1.4479], [3.2906, 0.4428, -0.2314], [2.4882, 1.6524, 0.7620], [-2.1996, -0.9992, -2.4021], [-0.9068, -2.1284, -1.9378], [-2.1231, -1.6391, -0.7587]]}

---

{"formula": "C7H14N2", "method": "ωB97M-V/def2-TZVPD", "charge": 0, "relative_energy_kcal_mol": 29.00, "smiles": "Cc1c[nH]cn1.CCC", "gap_ha": 0.3481, "energy_ha": -384.58567, "lumo_ev": 0.9, "symbols": ["C", "C", "C", "C", "N", "N", "H", "H", "H", "H", "H", "H", "C", "C", "C", "H", "H", "H", "H", "H", "H", "H", "H"], "xyz": [[-0.4537, 1.5059, -2.4798], [1.0080, 1.2853, -0.2121], [0.7487, 1.1268, -1.5589], [2.7701, 0.2357, -1.1396], [2.2665, 0.7854, 0.0553], [1.9962, 0.6336, -2.1460], [0.4875, 1.7195, 0.5579], [2.5537, 0.6562, 0.9953], [-0.1860, 1.6742, -3.5270], [-0.9079, 2.4092, -2.0575], [3.7732, -0.1769, -1.3405], [-1.1485, 0.6883, -2.4465], [-0.9279, -0.6736, 1.7297], [-1.7559, -0.4847, 0.5263], [-0.7268, -2.1688, 1.9971], [-0.0173, -0.1158, 1.6436], [-1.4053, -0.2433, 2.5706], [-1.3090, -0.9845, -0.2618], [-1.1267, -2.4240, 2.9763], [-1.2821, -2.7649, 1.3429], [-1.9175, 0.5717, 0.1584], [-2.8138, -0.7443, 0.5712], [0.3746, -2.5112, 2.0454]]}